91
Properties=species:S:1:pos:R:3:forces:R:3:mulliken_spin:R:1 method="wB97M-V/def2-TZVPD" e_tot_ha=-3248.36713 e_above_lowest_kj_mol=0.0 spin_multiplicity=2 charge=+2 orbital_gap_ev="3.778 / 3.709"
F -0.857 5.511 -3.250 -0.04 0.01 -0.08 0.0000
H 3.917 1.802 -3.086 0.02 -0.04 -0.03 -0.0002
H -4.636 -2.166 1.664 0.01 -0.06 -0.08 0.0000
C -3.984 1.490 -1.537 -0.29 -0.29 0.09 0.0023
C 2.485 0.888 -1.796 0.08 -0.06 0.05 0.0010
C -2.453 5.896 -0.042 -0.03 0.01 0.11 0.0007
F -2.706 4.392 1.716 -0.06 0.19 0.00 0.0003
H -0.114 1.394 3.407 0.05 -0.07 0.01 -0.0025
H -4.220 1.387 3.076 -0.03 -0.02 -0.04 0.0001
C -1.689 -3.071 -2.996 -0.12 0.22 0.05 -0.0027
C -2.719 -1.662 0.942 0.09 0.01 0.01 0.0102
F 3.940 -3.798 -3.169 0.05 0.03 0.04 0.0000
N -1.224 2.347 0.334 0.55 -0.47 0.11 0.0138
H 0.622 -1.226 2.775 0.03 0.16 0.06 -0.0182
N 1.191 0.608 1.950 -0.65 -0.68 -0.92 -0.0103
C 5.561 -3.572 0.037 0.05 -0.07 -0.02 0.0036
C -0.115 1.167 2.331 -0.09 0.27 -0.14 0.0367
Ir 0.518 -0.862 0.133 -0.53 0.23 0.16 0.9142
H 2.977 0.430 0.213 0.17 -0.06 -0.11 0.0274
C 4.194 -3.495 -1.895 0.10 -0.02 0.09 0.0009
H 3.217 1.162 2.180 -0.04 0.00 -0.01 0.0012
H -3.069 2.705 3.056 -0.06 -0.17 0.03 -0.0001
H 0.348 3.059 1.393 -0.06 0.05 0.01 -0.0026
H -2.949 -1.442 -0.084 -0.07 -0.02 -0.09 -0.0153
C 4.620 -2.844 0.745 -0.26 0.03 -0.25 0.0008
H 4.351 0.381 -0.904 -0.01 -0.05 0.01 0.0004
F 6.268 -4.632 -1.955 -0.07 0.06 0.04 -0.0001
C -1.353 -4.407 -2.809 0.13 -0.16 0.04 -0.0002
C 2.669 -1.361 2.246 0.04 -0.05 -0.10 -0.0026
C -3.475 1.801 1.148 0.72 -0.09 0.12 0.0139
H -5.502 2.387 1.330 0.06 0.00 0.06 -0.0001
C 3.402 -2.392 0.181 0.20 -0.16 -0.29 0.0003
C -0.223 -3.780 -0.784 0.05 0.07 0.13 0.0027
C 2.235 1.622 2.168 0.24 0.20 -0.21 -0.0039
N -0.515 -2.483 -1.007 1.65 0.82 0.36 -0.0342
H -1.119 3.034 2.344 0.11 0.02 -0.08 -0.0014
H 2.768 -2.269 2.852 -0.05 0.12 0.14 0.0069
H -0.892 -2.107 3.500 -0.03 0.01 -0.01 0.0017
N 2.450 -1.673 0.847 -0.86 0.03 -0.53 0.0664
H -5.922 2.355 -1.132 0.01 0.11 0.02 -0.0001
H 1.474 -4.661 0.179 0.02 0.03 -0.03 0.0007
H 2.236 2.375 1.385 -0.02 -0.05 -0.01 0.0014
F -2.176 7.412 -1.805 -0.05 0.13 -0.07 0.0000
C -1.316 5.245 -2.041 -0.06 0.07 0.12 0.0007
H 1.699 -0.278 3.823 -0.09 0.08 0.01 0.0018
H -2.272 -2.755 -3.850 -0.04 -0.03 0.01 -0.0004
H -3.533 -2.609 3.911 0.00 -0.06 -0.03 -0.0001
N -2.424 1.534 0.269 -1.66 1.00 -0.28 -0.0618
H 2.080 2.118 3.132 -0.06 -0.09 0.03 -0.0007
F 4.919 -2.577 2.033 0.23 -0.15 -0.05 -0.0005
H -4.203 1.270 -2.574 0.02 -0.04 0.01 -0.0006
C 2.106 1.319 -4.133 0.20 -0.01 0.04 0.0021
H 0.138 0.739 -4.802 0.02 0.06 -0.02 -0.0003
N -1.522 -1.613 1.488 0.21 -0.05 -0.03 -0.0380
C -1.984 6.215 -1.309 0.07 -0.27 0.09 -0.0001
C -3.016 -2.284 3.026 0.13 0.02 0.09 -0.0036
C -4.966 2.056 -0.722 0.30 -0.10 0.30 -0.0008
H -1.657 -5.154 -3.530 -0.01 -0.02 0.01 0.0000
F 6.673 -3.962 0.650 0.00 0.02 0.03 0.0002
F -3.123 6.793 0.661 -0.02 0.06 0.03 0.0000
C -1.514 3.656 -0.198 -0.47 0.16 -0.19 0.0116
F 2.182 -2.352 -1.878 -0.22 0.01 -0.08 -0.0007
H -0.052 -4.889 1.028 -0.03 -0.03 -0.06 0.0003
C 3.433 0.907 -0.644 -0.09 0.06 -0.05 -0.0016
C 0.534 -4.176 0.445 -0.11 0.03 0.01 0.0362
C 0.440 0.383 -2.713 -0.85 0.44 -0.21 0.0072
C 3.271 -2.756 -1.186 0.02 0.25 0.55 -0.0096
N 1.237 0.408 -1.641 0.22 -0.80 0.74 -0.0017
C -1.245 -2.145 -2.074 -0.43 0.83 0.18 -0.0230
C -2.739 1.206 -1.036 0.94 -0.43 0.05 0.0197
C -4.714 2.112 0.641 -0.63 -0.30 -0.35 0.0044
H -2.498 1.036 2.921 -0.07 -0.05 -0.05 0.0019
F -0.519 3.080 -2.244 0.24 -0.22 -0.18 -0.0015
C -2.222 4.642 0.495 0.17 0.05 -0.20 -0.0016
C 0.832 0.792 -3.973 -0.08 0.04 0.15 0.0038
C 2.922 1.381 -3.026 -0.16 0.02 -0.12 -0.0018
H 3.603 -0.805 2.375 -0.08 0.03 0.17 -0.0012
H 2.436 1.692 -5.093 0.03 -0.04 -0.01 0.0003
H 0.754 -3.305 1.053 0.09 -0.10 0.05 0.0018
C 5.365 -3.913 -1.289 -0.01 -0.05 -0.05 -0.0010
N -3.649 -2.058 1.833 -0.03 0.07 0.03 0.0009
C -0.529 2.461 1.628 0.22 -0.26 0.37 -0.0321
C -1.702 -2.011 2.798 -0.07 -0.05 0.12 0.0099
H -0.858 0.402 2.138 -0.01 -0.05 0.12 0.0201
H 3.705 1.938 -0.409 0.03 0.00 -0.02 0.0006
C 1.493 -0.574 2.787 0.28 -0.21 0.24 0.0560
C -0.634 -4.758 -1.686 -0.19 0.08 -0.09 -0.0008
C -3.285 1.724 2.629 0.08 0.32 0.17 0.0015
Sb -1.678 -0.038 -2.611 0.76 -0.37 -0.48 -0.0116
H -0.373 -5.788 -1.487 0.01 -0.01 -0.02 -0.0001
C -1.122 3.991 -1.492 0.15 -0.14 0.20 0.0012


81
Properties=species:S:1:pos:R:3:forces:R:3:mulliken_spin:R:1 method="wB97M-V/def2-TZVPD" e_tot_ha=-3861.52570 e_above_lowest_kj_mol=14.7 spin_multiplicity=2 charge=+3 orbital_gap_ev="6.120 / 6.654"
H 6.934 -0.398 -1.213 0.00 0.00 0.00 0.0000
C -3.665 4.282 2.017 0.03 -0.01 -0.01 0.0006
C -1.339 -1.489 -2.408 0.00 0.03 0.00 -0.0040
C -0.860 3.013 1.972 0.00 0.06 0.00 -0.0002
C -2.972 -0.635 2.052 -0.11 0.00 -0.11 0.0099
H -5.966 3.310 -0.942 0.00 0.00 0.00 -0.0001
C 1.394 3.702 3.338 -0.01 -0.02 0.00 -0.0005
H -1.347 -7.124 -0.506 0.00 0.00 0.00 0.0000
C -3.311 3.210 1.171 -0.06 0.00 0.03 -0.0001
C 1.953 -2.013 -0.207 0.04 -0.11 -0.01 0.0018
H 0.435 -3.616 -5.114 0.00 0.00 0.00 0.0000
H 1.135 -3.812 -2.767 0.00 0.01 0.01 0.0000
H -1.061 -4.873 -1.459 0.01 0.00 0.00 0.0000
H -3.909 2.020 -0.532 0.00 0.00 -0.01 0.0005
P 0.205 -2.487 -0.373 -0.03 0.01 0.10 -0.0046
H -1.845 -0.904 -1.649 0.01 0.00 0.01 0.0051
C 4.859 -0.331 -0.700 0.01 0.01 -0.01 -0.0003
H -5.128 5.770 2.468 0.00 0.00 0.00 0.0001
N -3.891 -1.590 2.098 0.04 -0.02 0.04 -0.0008
H 2.276 3.933 3.919 0.00 0.00 0.00 -0.0001
H 2.358 -2.466 0.704 0.03 0.01 -0.02 0.0001
N -3.041 0.283 1.100 0.19 -0.11 0.09 -0.0366
H 2.488 -0.808 -2.921 -0.01 -0.01 0.00 0.0001
H 1.666 1.562 3.472 -0.01 0.00 -0.01 -0.0054
C -0.674 -5.093 -0.472 -0.03 0.00 -0.02 -0.0009
C -4.171 2.845 0.115 0.02 0.01 0.00 0.0023
C 0.614 4.698 2.787 0.01 0.01 -0.01 0.0026
C 0.621 1.877 -3.768 0.00 0.00 0.00 0.0000
C 3.920 0.080 0.251 0.03 -0.01 -0.01 0.0000
C -5.657 4.624 0.730 -0.01 0.01 0.01 0.0010
C -0.840 -6.359 0.066 -0.01 0.00 0.00 -0.0001
C 0.471 -4.402 1.554 0.01 0.01 -0.01 0.0002
H 1.641 0.361 -4.897 0.00 0.00 0.00 0.0000
C 0.812 1.727 -1.380 -0.01 0.02 0.02 0.0115
C -0.051 -3.016 -4.357 -0.01 0.02 -0.01 0.0001
C -1.084 -2.151 -4.705 0.01 -0.01 -0.01 0.0000
C -5.321 3.567 -0.114 0.01 0.00 0.01 -0.0019
H -4.670 -1.558 1.456 0.00 0.00 0.00 0.0008
O 1.364 0.269 1.163 0.33 -0.27 -0.11 0.0293
H 0.253 2.389 -4.648 0.00 0.00 0.00 0.0000
C 0.327 2.373 -2.506 0.01 -0.01 0.00 0.0020
C 1.403 0.736 -3.911 -0.01 0.00 -0.02 0.0000
H -1.396 -2.079 -5.738 0.00 0.00 0.00 0.0000
C 0.343 -3.120 -3.035 0.02 -0.01 0.00 0.0002
H 0.885 5.739 2.905 0.00 0.00 0.00 0.0000
N -1.985 1.168 1.211 -0.33 0.28 -0.28 -0.0851
H 4.557 -0.834 -1.612 -0.01 0.01 0.01 0.0000
H -0.482 -7.636 1.747 0.00 0.00 0.00 0.0000
C 6.202 -0.083 -0.482 0.00 0.00 0.01 0.0000
H 6.000 1.485 2.518 0.00 0.00 0.00 0.0000
C 5.674 0.980 1.619 0.01 0.00 0.01 -0.0001
H -6.572 5.176 0.556 0.00 0.00 0.00 0.0000
C -0.537 4.349 2.080 -0.02 -0.03 0.02 -0.0061
N -0.044 2.035 2.436 0.02 0.04 -0.14 -0.0061
C -1.726 -1.391 -3.736 -0.01 0.01 0.01 -0.0005
C 1.883 0.081 -2.790 0.00 -0.03 0.00 0.0000
C -0.302 -2.351 -2.061 -0.01 -0.01 -0.02 0.0045
C -2.107 2.469 1.392 -0.04 -0.04 0.06 0.0169
O -0.560 -1.445 0.500 0.06 0.12 -0.38 0.0040
C -0.355 -6.644 1.334 0.01 0.00 0.01 -0.0001
C -0.010 -4.113 0.269 0.05 -0.03 0.03 0.0015
C 1.581 0.571 -1.518 0.03 -0.02 -0.02 -0.0023
C 1.048 2.373 3.109 0.03 0.02 0.00 0.0008
P 2.211 -0.230 -0.059 -0.14 0.14 0.10 -0.0040
H -1.160 5.105 1.625 -0.04 0.01 0.01 -0.0003
C -4.840 4.970 1.801 -0.01 -0.01 -0.01 -0.0003
H -2.535 -0.731 -4.016 0.00 0.00 0.00 0.0000
H -3.918 -2.253 2.856 0.00 0.00 -0.01 -0.0011
C 4.326 0.737 1.411 -0.01 -0.01 0.02 0.0006
H -0.260 3.276 -2.402 0.00 0.00 0.00 0.0000
H -3.061 4.523 2.881 0.05 0.01 0.00 0.0000
H 2.527 -2.417 -1.046 -0.01 0.02 -0.01 -0.0006
S -1.670 -0.650 3.272 0.22 0.16 -0.13 -0.1231
V -0.475 0.109 1.523 -0.33 -0.20 0.79 1.1972
H 7.658 0.762 0.843 0.00 0.00 0.00 0.0000
C 0.296 -5.666 2.082 -0.01 -0.01 -0.01 0.0006
H 0.668 -5.897 3.071 0.00 0.00 0.00 0.0000
H 3.597 1.051 2.146 0.00 -0.01 -0.01 -0.0017
H 0.978 -3.646 2.144 0.00 -0.01 0.00 -0.0016
C 6.607 0.571 0.676 0.01 0.00 -0.01 0.0000
H 0.626 2.150 -0.398 0.00 -0.01 0.00 -0.0058